Record 1
C19H15AsAuF6N2O8S as an isolated structure in a non-equilibrium geometry. Source: the OMol25 dataset; level of theory: ωB97M-V with the def2-TZVPD basis set.

Atoms and positions in Å:
Au (-0.9088, 0.3761, -1.2923)
O (-2.5834, -3.5668, -2.8133)
As (-2.8702, -1.8839, -2.1797)
O (-4.1429, -1.4709, -3.0925)
O (-1.3753, -1.1519, -2.5873)
C (-2.5929, -2.3890, -0.3148)
C (-1.8611, -3.5435, -0.0643)
C (-1.5168, -3.8554, 1.2420)
C (-1.8959, -3.0257, 2.2887)
C (-2.6122, -1.8656, 2.0401)
C (-2.9470, -1.5506, 0.7367)
S (-3.8587, -0.0908, 0.2695)
O (-3.8033, 0.8883, 1.3242)
O (-5.1650, -0.5954, -0.0680)
O (-3.1275, 0.3444, -0.9839)
H (-3.1035, -3.5673, -3.6243)
H (-1.5824, -4.1815, -0.8905)
H (-0.9397, -4.7493, 1.4438)
H (-1.6178, -3.2813, 3.3043)
H (-2.8935, -1.1912, 2.8392)
O (-0.8626, 0.5341, 0.9453)
C (0.0507, 1.1652, 1.5837)
C (0.5283, 0.6101, 2.8033)
C (1.4212, 1.2748, 3.6050)
C (1.9241, 2.5162, 3.2131)
C (1.5184, 3.0619, 2.0090)
C (0.6049, 2.4207, 1.1765)
C (0.3221, 2.9573, -0.1443)
N (-0.5759, 2.5248, -1.0138)
C (-0.4617, 3.2856, -2.1473)
C (0.5148, 4.2115, -1.9649)
N (0.9930, 3.9980, -0.6961)
H (0.1173, -0.3496, 3.0884)
H (1.7461, 0.8304, 4.5375)
H (2.6352, 3.0408, 3.8374)
H (1.9259, 4.0240, 1.7202)
H (-1.0861, 3.1067, -3.0058)
H (0.9173, 4.9669, -2.6150)
H (1.7757, 4.4681, -0.2832)
C (3.3881, 0.1575, -0.0135)
C (2.3000, -0.2953, -1.0072)
O (1.2720, 0.5936, -1.0165)
C (2.9316, -0.3441, -2.4234)
F (4.1035, -1.0294, -2.4746)
F (3.2159, 0.9167, -2.8214)
F (2.1219, -0.8795, -3.3434)
C (1.8777, -1.7197, -0.5761)
F (1.3722, -1.6798, 0.6758)
F (2.9461, -2.5674, -0.5419)
F (0.9622, -2.2795, -1.3605)
H (3.6908, 1.1715, -0.2713)
H (4.2493, -0.5066, -0.0396)
H (2.9578, 0.1661, 0.9868)

Atoms 1-6, force components in eV/Å:
Au 0.129 -0.101 -1.015
O 0.154 0.358 0.330
As 0.591 -1.406 -1.086
O -0.490 0.302 0.192
O 0.208 0.093 0.392
C -0.153 0.242 0.084

Calculated values
Net charge   -1
LUMO level (spin up / spin down)   2.1 / -0.5 eV
Spin multiplicity   3
<S²>   2.046



Record 2
One molecule with the formula C5H8BrNO in a non-equilibrium geometry. Source: the OMol25 dataset; level of theory: ωB97M-V with the def2-TZVPD basis set.

Atoms and positions in Å:
C (-0.4318, -0.2172, 0.0657)
C (1.4815, 1.1985, 0.5540)
C (1.3810, 0.6914, -0.9024)
C (0.0666, 0.9236, 1.1750)
C (-1.8145, -2.0636, -0.5206)
N (0.3011, -0.2650, -0.9427)
O (-1.3967, -0.9943, 0.3701)
Br (-1.2586, 2.3165, 1.0259)
H (2.2009, 0.7387, 1.2897)
H (1.6211, 2.2366, 0.7774)
H (1.3783, 1.6455, -1.5925)
H (2.2407, 0.1389, -1.0130)
H (-0.1220, 0.6700, 2.1746)
H (-2.4424, -2.7139, -0.1021)
H (-1.0078, -2.6120, -0.8147)
H (-2.1974, -1.6936, -1.5443)

Atoms 1-6, force components in eV/Å:
C 2.658 2.502 2.033
C -1.640 0.017 3.029
C -0.607 2.645 0.976
C -0.694 -1.956 -3.764
C 1.014 4.319 -3.315
N -0.143 0.145 -1.801

Calculated values
SMILES string   COC1=NCC[C@H]1Br
LUMO level   0.9 eV



Record 3
One molecule with the formula C3H6O2S in a non-equilibrium geometry. Source: the OMol25 dataset; level of theory: ωB97M-V with the def2-TZVPD basis set.

Atoms and positions in Å:
C (-0.1084, 1.1559, 2.7508)
C (-0.1985, -0.5429, 1.2886)
C (0.3994, -0.1177, -0.9877)
H (-0.8299, 0.5818, 3.3942)
H (0.9219, 0.9558, 3.0803)
H (-0.2657, 2.2114, 2.7817)
H (0.7548, -0.9915, 1.6530)
H (-0.9868, -1.1195, 1.8247)
H (1.2007, 0.5096, -0.5126)
O (-0.3117, 0.7729, 1.4189)
O (-0.3908, -0.7995, -0.1199)
S (0.2669, -0.3067, -2.5577)

Atoms 1-6, force components in eV/Å:
C -0.251 -0.672 0.753
C -0.136 -2.710 -1.189
C 0.611 -0.242 1.624
H 0.596 0.733 -0.214
H -0.163 -0.130 -0.043
H -0.310 0.603 0.297

Calculated values
SMILES string   COCOC=S
LUMO level   0.5 eV



Record 4
One molecule with the formula C2H3ClFNO2 in a non-equilibrium geometry. Source: the OMol25 dataset; level of theory: ωB97M-V with the def2-TZVPD basis set.

Atoms and positions in Å:
C (-0.0825, -0.4525, -0.3379)
C (1.0926, 0.3845, 0.4134)
N (-1.4548, -0.0394, 0.0693)
O (-1.6512, 0.8753, 0.8424)
O (-2.3321, -0.5804, -0.6304)
F (1.0526, 1.5973, -0.0767)
Cl (2.4527, -0.4826, -0.1084)
H (-0.0930, -1.4923, -0.1323)
H (0.0672, -0.2670, -1.4801)
H (0.9486, 0.4572, 1.4408)

Atoms 1-6, force components in eV/Å:
C 1.269 2.036 -0.258
C -3.555 -2.553 -2.178
N -1.733 0.714 -2.508
O 0.425 -0.801 0.144
O 1.017 0.492 1.521
F 0.335 2.336 -0.921

Calculated values
SMILES string   O=[N+]([O-])C[C@H](F)Cl
LUMO level   -0.2 eV



Record 5
C40H47N5O3S2SiW as an isolated structure. Source: the OMol25 dataset; level of theory: ωB97M-V with the def2-TZVPD basis set.

Atoms and positions in Å:
W (-0.3638, -0.1905, -0.4850)
C (-0.7641, 0.1309, 4.4899)
N (0.3010, 0.7342, 3.6876)
C (0.9639, 1.9132, 3.9677)
C (1.8126, 2.1516, 2.9521)
N (1.6636, 1.1046, 2.0502)
C (0.7288, 0.2378, 2.5218)
S (0.1665, -1.1937, 1.7944)
C (2.4239, 0.9330, 0.8723)
C (3.7157, 1.4188, 0.8058)
C (4.4038, 1.3144, -0.3910)
C (3.8097, 0.6776, -1.4675)
C (2.5553, 0.1380, -1.2761)
N (1.8362, 0.2994, -0.1550)
H (-0.9580, 0.7808, 5.3379)
H (-0.4505, -0.8484, 4.8439)
H (-1.6604, 0.0275, 3.8803)
H (0.7708, 2.4757, 4.8641)
H (2.4840, 2.9712, 2.7729)
H (4.1688, 1.8711, 1.6756)
H (5.4022, 1.7234, -0.4701)
H (4.2999, 0.5869, -2.4254)
H (2.0523, -0.3872, -2.0772)
N (-1.5091, 3.6933, 1.0328)
C (-1.4550, 2.7018, 0.1337)
N (-2.1969, 2.7732, -0.9674)
O (-0.6972, 1.7157, 0.3824)
H (-2.0771, 4.5113, 0.8989)
H (-1.0209, 3.5769, 1.9032)
H (-2.7580, 3.5807, -1.1831)
H (-2.0618, 2.0966, -1.7093)
C (1.1896, -1.0143, -4.8034)
C (-0.2347, -0.4677, -4.9713)
C (-1.2467, -1.5648, -4.6063)
C (-0.4595, -0.0769, -6.4389)
Si (-0.5073, 1.0100, -3.8328)
O (-0.5955, 0.5008, -2.2315)
C (-2.1444, 1.8613, -4.1183)
C (-3.3507, 1.2200, -3.8076)
C (-4.5686, 1.8627, -3.9732)
C (-4.6028, 3.1629, -4.4622)
C (-3.4202, 3.8133, -4.7861)
C (-2.2028, 3.1671, -4.6147)
C (0.8734, 2.2768, -3.8224)
C (1.6092, 2.6289, -4.9579)
C (2.5910, 3.6093, -4.9077)
C (2.8570, 4.2681, -3.7156)
C (2.1331, 3.9438, -2.5767)
C (1.1564, 2.9598, -2.6339)
H (1.3576, -1.8348, -5.5104)
H (1.3274, -1.4086, -3.7969)
H (1.9505, -0.2540, -5.0011)
H (-1.0570, -2.4506, -5.2219)
H (-2.2737, -1.2507, -4.8072)
H (-1.1699, -1.8594, -3.5567)
H (-0.4282, -0.9736, -7.0645)
H (0.3092, 0.5972, -6.8143)
H (-1.4330, 0.3943, -6.5913)
H (-3.3448, 0.1970, -3.4398)
H (-5.4906, 1.3476, -3.7364)
H (-5.5521, 3.6629, -4.6029)
H (-3.4462, 4.8223, -5.1763)
H (-1.2873, 3.6919, -4.8641)
H (1.4170, 2.1438, -5.9049)
H (3.1426, 3.8646, -5.8030)
H (3.6160, 5.0385, -3.6791)
H (2.3253, 4.4652, -1.6467)
H (0.5990, 2.7260, -1.7311)
C (0.1976, -4.4643, -2.1537)
S (0.4948, -3.3380, -0.8055)
O (0.2169, -1.9684, -1.4766)
C (2.2523, -3.4497, -0.6460)
C (2.7530, -3.7517, 0.6120)
C (4.1279, -3.8542, 0.7791)
C (4.9731, -3.6437, -0.2996)
C (4.4580, -3.3282, -1.5544)
C (3.0903, -3.2313, -1.7363)
H (0.7382, -4.1268, -3.0358)
H (-0.8746, -4.4719, -2.3412)
H (0.5338, -5.4519, -1.8407)
H (2.0801, -3.9037, 1.4467)
H (4.5351, -4.1022, 1.7497)
H (6.0432, -3.7315, -0.1672)
H (5.1252, -3.1725, -2.3916)
H (2.6856, -2.9860, -2.7110)
C (-2.3351, -0.9692, -0.1005)
C (-3.0308, -0.7417, 1.2063)
C (-3.5934, 0.4955, 1.5235)
C (-4.2519, 0.6975, 2.7288)
C (-4.3678, -0.3404, 3.6435)
C (-3.8185, -1.5787, 3.3390)
C (-3.1530, -1.7723, 2.1373)
H (-2.3851, -2.0248, -0.3843)
H (-2.8660, -0.4122, -0.8902)
H (-3.5645, 1.2942, 0.7914)
H (-4.7048, 1.6575, 2.9424)
H (-4.9003, -0.1923, 4.5733)
H (-3.9205, -2.4015, 4.0349)
H (-2.7394, -2.7478, 1.9075)

Atoms 1-6, force components in eV/Å:
W 0.018 -0.226 0.048
C 0.028 -0.007 0.003
N -0.038 -0.101 0.005
C -0.001 0.060 0.012
C 0.001 0.085 -0.034
N 0.096 -0.097 -0.024

Calculated values
Net charge   +2
LUMO level (spin up / spin down)   -5.3 / -5.4 eV
Spin multiplicity   3
<S²>   2.012



Record 6
One molecule with the formula C5H6O2S in a non-equilibrium geometry. Source: the OMol25 dataset; level of theory: ωB97M-V with the def2-TZVPD basis set.

Atoms and positions in Å:
C (-1.4874, 1.2004, 0.3830)
C (-0.3451, 0.7482, -0.1721)
C (0.9363, 0.5372, 0.7583)
C (0.8992, -1.2293, -0.5987)
C (-0.4139, -0.6964, -0.7726)
H (-2.0562, 1.3931, -0.5480)
H (1.5951, 1.4660, 0.9560)
H (0.5104, 0.0224, 1.6296)
H (1.3561, -1.5803, -1.6555)
H (0.7538, -2.0826, 0.0855)
H (-1.4259, -1.2225, -0.5120)
O (1.7573, -0.3718, 0.0406)
O (-0.1977, 0.4664, -1.5842)
S (-1.8819, 1.3492, 1.9903)

Atoms 1-6, force components in eV/Å:
C -3.741 1.709 1.000
C 6.170 -3.980 0.308
C 0.584 1.420 -1.362
C 1.834 -4.787 -0.979
C -2.412 2.775 0.317
H -1.390 0.443 1.053

Calculated values
SMILES string   S=C[C@@]12COC[C@@H]1O2
LUMO level   -0.9 eV



Record 7
C43H31F5MoP2Si as an isolated structure in a non-equilibrium geometry. Source: the OMol25 dataset; level of theory: ωB97M-V with the def2-TZVPD basis set.

Atoms and positions in Å:
Mo (0.0803, -0.1894, -0.1579)
C (-2.7302, 2.0688, 1.2617)
Si (-2.1891, 0.8437, -0.0508)
C (-3.3300, -0.6832, -0.0154)
C (-4.7130, -0.5186, 0.0692)
C (-5.5699, -1.6079, 0.0786)
C (-5.0635, -2.8993, -0.0054)
C (-3.6962, -3.0957, -0.0844)
C (-2.8375, -1.9963, -0.0757)
P (-1.0516, -2.3023, -0.0857)
C (-0.8047, -3.6417, -1.2709)
C (-1.1477, -3.3384, -2.5904)
C (-1.1515, -4.3318, -3.5505)
C (-0.8196, -5.6331, -3.1924)
C (-0.4748, -5.9337, -1.8827)
C (-0.4634, -4.9418, -0.9130)
C (-0.5534, -2.9140, 1.5370)
C (0.7739, -3.3355, 1.6902)
C (1.1755, -3.9048, 2.8848)
C (0.2639, -4.0451, 3.9259)
C (-1.0412, -3.5929, 3.7859)
C (-1.4568, -3.0210, 2.5938)
C (-2.3308, 1.6568, -1.7719)
C (-3.5333, 2.2447, -2.1656)
C (-3.6635, 2.8710, -3.3948)
C (-2.5913, 2.9087, -4.2785)
C (-1.3885, 2.3268, -3.9216)
C (-1.2542, 1.7188, -2.6707)
P (0.3617, 1.0394, -2.2104)
C (1.5090, 2.3967, -1.8701)
C (2.7703, 2.0856, -1.3502)
C (3.7090, 3.0873, -1.1749)
C (3.3930, 4.3985, -1.5060)
C (2.1304, 4.7133, -1.9892)
C (1.1824, 3.7187, -2.1690)
C (0.9796, 0.1598, -3.6698)
C (2.3341, 0.1121, -3.9931)
C (2.7423, -0.5633, -5.1324)
C (1.8120, -1.1934, -5.9461)
C (0.4623, -1.1561, -5.6208)
C (0.0444, -0.4856, -4.4853)
H (-3.7372, 2.4172, 1.0200)
H (-2.0769, 2.9407, 1.3026)
H (-2.7569, 1.6114, 2.2510)
H (-5.1323, 0.4794, 0.1308)
H (-6.6375, -1.4480, 0.1535)
H (-5.7358, -3.7465, -0.0082)
H (-3.2931, -4.0996, -0.1494)
H (-1.4337, -2.3233, -2.8362)
H (-1.4222, -4.1019, -4.5724)
H (-0.8369, -6.4175, -3.9371)
H (-0.2177, -6.9488, -1.6114)
H (-0.1966, -5.1829, 0.1075)
H (1.4761, -3.2341, 0.8687)
H (2.1935, -4.2501, 3.0069)
H (0.5753, -4.5140, 4.8498)
H (-1.7392, -3.6894, 4.6065)
H (-2.4733, -2.6674, 2.4783)
H (-4.3906, 2.2136, -1.5024)
H (-4.6036, 3.3338, -3.6647)
H (-2.6979, 3.3877, -5.2424)
H (-0.5528, 2.3422, -4.6112)
H (3.0235, 1.0597, -1.1052)
H (4.6905, 2.8514, -0.7851)
H (4.1343, 5.1772, -1.3870)
H (1.8799, 5.7384, -2.2266)
H (0.1966, 3.9701, -2.5346)
H (3.0688, 0.6150, -3.3786)
H (3.7922, -0.5902, -5.3911)
H (2.1366, -1.6998, -6.8452)
H (-0.2665, -1.6372, -6.2600)
H (-1.0112, -0.4168, -4.2554)
F (-0.0450, 1.3637, 2.6036)
C (1.1955, 0.8700, 2.4720)
C (1.4754, 0.1121, 1.3397)
C (2.7636, -0.3976, 1.2384)
F (3.0475, -1.1381, 0.1457)
C (3.7379, -0.1696, 2.1837)
F (4.9559, -0.6618, 2.0455)
C (3.4135, 0.5996, 3.3012)
F (4.3213, 0.8278, 4.2147)
C (2.1320, 1.1237, 3.4530)
F (1.8288, 1.8447, 4.5147)

Atoms 1-6, force components in eV/Å:
Mo 1.509 -0.070 1.013
C 0.280 -0.188 -0.069
Si -0.894 0.209 -0.199
C 0.321 0.072 0.098
C -0.017 0.105 -0.003
C -0.013 0.028 0.004

Calculated values
Net charge   +2
LUMO level (spin up / spin down)   -7.5 / -7.2 eV
Spin multiplicity   3
<S²>   2.032



Record 8
C21H42N6PPbSi4Te as an isolated structure in a non-equilibrium geometry. Source: the OMol25 dataset; level of theory: ωB97M-V with the def2-TZVPD basis set.

Atoms and positions in Å:
Pb (0.5348, 1.0400, -1.9731)
C (1.7477, 0.8604, -7.6898)
N (1.3227, 0.4437, -6.3301)
C (0.7507, -0.7539, -6.0711)
C (0.5001, -0.8096, -4.7356)
N (0.8467, 0.3874, -4.1769)
C (1.2980, 1.1524, -5.1822)
P (1.9230, 2.8689, -4.9849)
C (0.5464, 3.6002, -4.0752)
N (-0.1386, 2.9847, -3.1105)
C (-1.1246, 3.8138, -2.7158)
C (-1.0793, 4.9379, -3.4762)
N (-0.0354, 4.8025, -4.3235)
C (0.4334, 5.8368, -5.2353)
C (2.9858, 2.6367, -3.4753)
N (2.5705, 2.0604, -2.3331)
C (3.6025, 2.0738, -1.4338)
C (4.6501, 2.7318, -1.9917)
N (4.2290, 3.0776, -3.2650)
C (5.1235, 3.6701, -4.3062)
H (2.2544, 1.8012, -7.5869)
H (2.4499, 0.0836, -7.9899)
H (0.8886, 0.8831, -8.3842)
H (0.6722, -1.5950, -6.7780)
H (0.1687, -1.6446, -4.1460)
H (-1.7735, 3.5237, -1.8867)
H (-1.7066, 5.8048, -3.4634)
H (0.9666, 6.6207, -4.7238)
H (1.0934, 5.4013, -6.0052)
H (-0.4407, 6.2538, -5.6996)
H (3.4444, 1.6446, -0.4825)
H (5.6283, 2.9789, -1.6320)
H (6.1279, 3.3708, -3.9900)
H (4.9293, 3.2923, -5.2649)
H (5.0357, 4.7381, -4.3330)
C (1.6681, -0.8973, 5.1636)
Si (0.0143, -0.2563, 4.7215)
C (-1.2430, -1.6765, 5.4976)
C (-0.6637, 1.2154, 5.4858)
Si (-1.4450, -2.0111, 3.4400)
Te (-0.3003, -0.0911, 2.2705)
Si (-3.8869, -1.7683, 3.2542)
C (-4.1461, -0.1290, 3.9622)
C (-4.5136, -3.2767, 4.1549)
C (-4.2149, -1.8528, 1.4717)
Si (-0.3219, -4.1062, 2.8660)
C (-1.1245, -4.4387, 1.2611)
C (-0.8715, -5.2662, 4.1820)
C (1.4932, -4.0338, 2.6460)
H (1.6985, -1.1015, 6.2317)
H (2.4177, -0.1345, 5.0497)
H (2.0233, -1.7377, 4.5664)
H (-0.5494, -1.6839, 6.3510)
H (-1.3407, -2.7674, 5.4192)
H (-2.2100, -1.2242, 5.7924)
H (-0.6414, 1.0889, 6.5571)
H (-1.6954, 1.4492, 5.2507)
H (-0.0870, 2.1279, 5.2481)
H (-4.0020, -0.0151, 5.0418)
H (-5.2233, 0.1641, 3.8323)
H (-3.5693, 0.6502, 3.5065)
H (-4.1135, -3.3308, 5.1523)
H (-4.3061, -4.1097, 3.5258)
H (-5.5845, -3.2623, 4.1872)
H (-3.4622, -1.3598, 0.8862)
H (-5.1450, -1.4233, 1.1837)
H (-4.1749, -2.9042, 1.2079)
H (-2.1661, -4.7980, 1.3490)
H (-0.5244, -5.2092, 0.7428)
H (-1.1144, -3.5625, 0.6168)
H (-1.9304, -5.3038, 4.3185)
H (-0.4118, -5.0908, 5.1691)
H (-0.4957, -6.2534, 3.8208)
H (1.9098, -3.2277, 2.0491)
H (1.8053, -4.9804, 2.1760)
H (2.0235, -3.9845, 3.6419)

Atoms 1-6, force components in eV/Å:
Pb -0.043 0.200 -0.237
C -0.253 -0.848 0.457
N -0.866 0.621 -0.358
C 0.240 -1.867 -0.166
C 0.034 0.021 0.189
N -0.101 0.045 -0.603

Calculated values
Net charge   +3
LUMO level   -7.7 eV



Record 9
An isolated ion of composition C5H12NO and charge -1 in a non-equilibrium geometry. Source: the OMol25 dataset; level of theory: ωB97M-V with the def2-TZVPD basis set.

Atoms and positions in Å:
C (1.5573, 0.0589, -0.3722)
N (0.3184, 0.8626, -0.2543)
C (-0.5605, 0.4792, 1.0248)
C (-1.9715, 0.0822, 0.6196)
C (-2.1633, -1.4014, 0.1224)
O (-3.1625, -1.5941, -0.7261)
C (2.6716, 0.8027, -1.0223)
H (1.4823, -1.0124, -0.8944)
H (1.7946, -0.1443, 0.7544)
H (-0.2581, 0.4969, -1.0697)
H (-0.5188, 1.3564, 1.5952)
H (0.0204, -0.3039, 1.5344)
H (-2.2873, 0.7714, -0.2126)
H (-2.5838, 0.2056, 1.5754)
H (-2.2219, -2.0278, 0.9201)
H (-1.0544, -1.5380, -0.1942)
H (2.3675, 1.8562, -1.1606)
H (3.0442, 0.3886, -1.9491)
H (3.5259, 0.6612, -0.2909)

Atoms 1-6, force components in eV/Å:
C -0.930 -2.290 2.039
N -1.754 -2.146 -0.790
C 1.628 -0.822 -2.945
C -0.779 0.330 1.244
C 1.318 2.654 -2.524
O 0.017 0.083 -0.573

Calculated values
SMILES string   CCNCCC[O-]
Net charge   -1
LUMO level   3.7 eV



| no. | electronic energy (eV) |
| --- | --- |
| 1 | -130977.722 |
| 2 | -78892.905 |
| 3 | -18136.812 |
| 4 | -22944.120 |
| 5 | -87202.061 |
| 6 | -20208.097 |
| 7 | -86976.788 |
| 8 | -84719.372 |
| 9 | -8915.060 |